{"formula": "C20H49N11O27S", "method": "ωB97M-V with the def2-TZVPD basis set", "gap_ev": 9.75, "de_lowest_kj_mol": 301.0, "lumo_energy_ev": -0.809, "smiles": "CC(=O)OCCC[C@H]1CCCS(=O)(=O)O1.C[N+](=O)[O-].C[N+](=O)[O-].C[N+](=O)[O-].C[N+](=O)[O-].C[N+](=O)[O-].C[N+](=O)[O-].C[N+](=O)[O-].C[N+](=O)[O-].C[N+](=O)[O-].C[N+](=O)[O-].C[N+](=O)[O-]", "max_force_ev_per_a": 4.15, "energy_ev": -104009.660, "e_homo_ev": -10.56, "elements": ["C", "C", "O", "O", "C", "C", "C", "C", "C", "C", "C", "S", "O", "O", "O", "H", "H", "H", "H", "H", "H", "H", "H", "H", "H", "H", "H", "H", "H", "H", "H", "C", "N", "O", "O", "H", "H", "H", "C", "N", "O", "O", "H", "H", "H", "C", "N", "O", "O", "H", "H", "H", "C", "N", "O", "O", "H", "H", "H", "C", "N", "O", "O", "H", "H", "H", "C", "N", "O", "O", "H", "H", "H", "C", "N", "O", "O", "H", "H", "H", "C", "N", "O", "O", "H", "H", "H", "C", "N", "O", "O", "H", "H", "H", "C", "N", "O", "O", "H", "H", "H", "C", "N", "O", "O", "H", "H", "H"], "positions_angstrom": [[-0.552, 4.649, 3.649], [-0.991, 3.168, 4.113], [-1.654, 2.454, 3.335], [-0.587, 2.801, 5.416], [-0.089, 1.441, 5.469], [1.311, 1.215, 4.721], [1.371, -0.115, 3.816], [1.502, 0.289, 2.257], [2.983, 0.081, 1.674], [3.011, 0.130, 0.043], [1.889, 1.212, -0.426], [0.254, 0.443, 0.053], [-0.164, -0.443, -1.087], [-0.780, 1.447, 0.460], [0.619, -0.522, 1.397], [0.581, 4.675, 3.516], [-0.821, 5.360, 4.514], [-1.076, 4.981, 2.701], [-0.901, 0.683, 5.163], [0.103, 1.220, 6.583], [1.553, 2.172, 4.155], [2.137, 1.101, 5.527], [0.341, -0.620, 3.932], [2.159, -0.856, 4.158], [1.137, 1.378, 2.190], [3.710, 0.907, 2.009], [3.456, -0.908, 1.959], [2.632, -0.874, -0.362], [4.040, 0.408, -0.342], [1.952, 1.469, -1.528], [2.030, 2.105, 0.272], [2.585, 1.914, 9.746], [2.499, 1.256, 8.416], [2.399, 0.042, 8.396], [2.535, 1.983, 7.438], [2.540, 1.149, 10.518], [3.532, 2.450, 9.786], [1.740, 2.597, 9.829], [-3.550, 0.558, -1.824], [-3.986, 0.919, -3.198], [-4.947, 1.664, -3.306], [-3.350, 0.443, -4.122], [-4.203, 1.051, -1.107], [-3.622, -0.524, -1.730], [-2.522, 0.898, -1.705], [4.197, -4.519, 1.570], [4.500, -3.074, 1.398], [4.897, -2.462, 2.383], [4.330, -2.604, 0.280], [4.392, -4.797, 2.604], [3.146, -4.665, 1.322], [4.844, -5.073, 0.892], [-4.296, -3.384, -1.535], [-4.536, -4.835, -1.327], [-4.393, -5.271, -0.200], [-4.861, -5.485, -2.307], [-4.016, -2.935, -0.584], [-3.489, -3.285, -2.261], [-5.221, -2.948, -1.911], [-6.084, 4.535, -2.763], [-6.653, 5.614, -1.914], [-5.933, 6.089, -1.053], [-7.803, 5.948, -2.143], [-5.061, 4.344, -2.449], [-6.702, 3.649, -2.625], [-6.113, 4.880, -3.796], [2.875, -3.002, -3.312], [3.045, -4.465, -3.107], [2.745, -5.198, -4.031], [3.473, -4.822, -2.023], [2.489, -2.832, -4.315], [2.172, -2.644, -2.561], [3.853, -2.538, -3.191], [-8.915, 5.810, 0.953], [-9.899, 4.848, 1.513], [-10.892, 5.309, 2.050], [-9.640, 3.663, 1.394], [-9.274, 6.822, 1.129], [-7.966, 5.642, 1.460], [-8.833, 5.611, -0.115], [-4.475, 0.341, -6.804], [-4.914, 0.705, -8.177], [-5.874, 1.450, -8.280], [-4.280, 0.229, -9.102], [-5.126, 0.834, -6.085], [-4.547, -0.741, -6.712], [-3.447, 0.680, -6.687], [7.514, -1.697, 0.709], [8.966, -1.877, 0.450], [9.516, -2.827, 0.976], [9.500, -1.055, -0.275], [7.171, -2.493, 1.366], [7.385, -0.725, 1.183], [7.001, -1.740, -0.250], [-3.162, -7.796, -4.230], [-3.239, -8.467, -5.553], [-3.332, -9.682, -5.561], [-3.202, -7.749, -6.537], [-3.206, -8.552, -3.449], [-2.218, -7.254, -4.190], [-4.011, -7.117, -4.156], [9.867, 2.036, -2.148], [8.473, 2.525, -1.989], [7.639, 2.108, -2.774], [8.265, 3.310, -1.081], [9.903, 1.348, -2.990], [10.501, 2.902, -2.331], [10.145, 1.530, -1.225]]}